Computed, not measured: a molecular structure, C4H5F2IrLiO2, with ωB97M-V/def2-TZVPD.

Values from the calculation:
- relative energy (zero: lowest compared OMol25 entry of this formula, charge and spin) (kcal per mole) = 22.3
- expectation value of S² = 8.761
- HOMO energy (alpha / beta) (eV) = -6.32 / -8.32
- total energy (a.u.) = -617.13669
- maximum force (hartree/bohr) = 0.110
- orbital gap (alpha / beta) (eV) = 5.5502 / 6.7560

```
! RIJCOSX wB97M-V def2-TZVPD def2/J DEFGRID3
* xyz 0 6
O -0.24 -0.61 -2.23
C -0.05 0.78 -2.08
C -0.22 1.09 -0.59
Li -1.78 -0.70 -1.33
H -0.76 1.37 -2.68
H 0.97 1.09 -2.44
F 0.27 2.49 -0.45
C -0.41 -0.44 1.71
C 0.49 -0.82 2.61
O 0.72 0.30 0.12
H -1.24 0.25 1.90
F -0.77 -1.76 0.64
H 1.23 -1.59 2.37
H 0.61 -0.23 3.51
Ir 1.19 -1.23 -1.06
*
```